No. 1
# C30H21F7IrN4O2S2Se2

C30H21F7IrN4O2S2Se2 as an isolated structure (the ωB97M-V functional and the def2-TZVPD basis, OMol25).

Calculated values
Energy relative to the best compared isomer or geometry (same formula, charge and spin)   84.0 kJ/mol
LUMO   -4.0 eV

```
! wB97M-V def2-TZVPD RIJCOSX def2/J DEFGRID3
* xyz 1 1
Ir 0.57 -0.24 0.13
O -2.43 4.55 4.15
C -1.03 4.45 4.06
C -0.68 3.35 3.09
C 0.64 3.06 2.79
C 0.91 2.04 1.90
N -0.04 1.29 1.33
C -1.33 1.59 1.59
C -1.67 2.62 2.45
C -2.44 0.86 0.90
C -3.67 0.73 1.52
C -4.73 0.10 0.89
C -6.07 -0.02 1.58
O -6.92 1.05 1.22
C -4.53 -0.39 -0.39
C -3.30 -0.23 -0.98
N -2.28 0.37 -0.35
H -2.67 5.26 4.75
H -0.59 4.20 5.03
H -0.57 5.38 3.71
H 1.46 3.61 3.22
H 1.92 1.81 1.60
H -2.70 2.89 2.62
H -3.79 1.09 2.53
H -5.94 0.04 2.66
H -6.52 -0.99 1.35
H -7.18 0.97 0.30
H -5.31 -0.90 -0.93
H -3.07 -0.59 -1.98
Se 0.67 -1.97 -3.64
Se 1.78 -1.81 -1.57
C 2.60 -0.09 -1.89
C 3.74 0.14 -2.63
C 4.23 1.44 -2.66
C 3.57 2.43 -1.96
C 2.44 2.10 -1.22
N 1.97 0.86 -1.19
C -0.93 -2.85 -3.04
C -1.81 -3.30 -4.03
C -2.96 -3.94 -3.61
C -3.17 -4.13 -2.25
C -2.23 -3.64 -1.36
N -1.13 -3.00 -1.75
H 4.22 -0.67 -3.16
H 5.12 1.67 -3.23
H 3.92 3.45 -1.96
H 1.89 2.85 -0.66
H -1.59 -3.16 -5.08
H -3.67 -4.31 -4.34
H -4.05 -4.65 -1.89
H -2.34 -3.77 -0.29
F -0.02 -2.87 0.97
C -0.38 -1.60 1.31
F -1.79 -1.63 1.25
H -0.16 -1.48 2.37
F 3.43 1.53 6.58
C 3.24 0.95 5.40
C 2.39 -0.14 5.28
F 1.77 -0.61 6.36
C 2.19 -0.72 4.04
F 1.36 -1.77 3.99
C 2.80 -0.25 2.89
S 2.59 -1.04 1.33
C 3.66 0.84 3.05
F 4.26 1.38 1.98
C 3.88 1.44 4.28
F 4.68 2.50 4.37
S -0.95 1.05 -2.49
C -0.95 0.39 -1.02
*
```



No. 2
# C30H21HfN8O4

C30H21HfN8O4 as an isolated structure at a distorted geometry (the ωB97M-V functional and the def2-TZVPD basis, OMol25).

Calculated values
LUMO   -3.7 eV

```
! wB97M-V def2-TZVPD RIJCOSX def2/J DEFGRID3
* xyz 1 1
Hf 0.22 0.31 0.06
C 1.14 2.62 3.46
C -0.12 2.94 3.98
C -1.21 2.18 3.62
C -1.06 1.12 2.72
N 0.16 0.85 2.17
C 1.23 1.58 2.57
N -2.17 0.35 2.49
C -2.24 -0.61 1.63
N -1.29 -0.95 0.69
C -1.78 -1.99 -0.08
N -1.16 -2.60 -1.02
C 0.21 -2.57 -1.16
C 0.76 -3.24 -2.26
C 2.12 -3.49 -2.28
C 2.89 -3.10 -1.19
C 2.29 -2.37 -0.19
N 0.99 -2.03 -0.19
C -3.13 -2.34 0.40
C -4.02 -3.31 0.00
C -5.20 -3.44 0.74
C -5.45 -2.63 1.84
C -4.55 -1.65 2.23
C -3.39 -1.51 1.49
H 2.01 3.19 3.73
H -0.23 3.77 4.66
H -2.20 2.36 4.01
H 2.18 1.31 2.14
H 0.10 -3.59 -3.03
H 2.57 -4.02 -3.11
H 3.94 -3.35 -1.12
H 2.86 -2.00 0.65
H -3.81 -3.96 -0.84
H -5.92 -4.19 0.46
H -6.36 -2.76 2.41
H -4.73 -1.01 3.09
O 0.36 0.15 -1.91
N 1.59 0.28 -2.34
N 2.49 0.34 -1.45
O 2.26 0.30 -0.15
C 3.86 0.41 -1.88
C 4.18 0.53 -3.23
C 5.51 0.59 -3.61
C 6.51 0.53 -2.65
C 6.18 0.41 -1.31
C 4.86 0.35 -0.91
H 3.39 0.56 -3.97
H 5.75 0.68 -4.65
H 7.55 0.59 -2.95
H 6.96 0.37 -0.56
H 4.59 0.25 0.13
O 0.07 4.09 0.96
C -0.17 3.11 0.31
O 0.69 2.25 -0.17
C -1.60 2.73 -0.03
C -2.64 3.64 0.09
C -3.91 3.23 -0.28
C -4.08 1.94 -0.78
C -2.99 1.10 -0.87
N -1.76 1.48 -0.49
H -2.43 4.63 0.47
H -4.75 3.90 -0.20
H -5.05 1.58 -1.09
H -3.08 0.10 -1.26
*
```



No. 3
# C30H21N2O6RuS9

C30H21N2O6RuS9 as an isolated structure at a distorted geometry (the ωB97M-V functional and the def2-TZVPD basis, OMol25).

Calculated values
Energy relative to the best compared isomer or geometry (same formula, charge and spin)   0.0 kJ/mol
LUMO (spin up / spin down)   3.7 / 2.8 eV
<S²>   8.8114

```
! wB97M-V def2-TZVPD RIJCOSX def2/J DEFGRID3
* xyz -2 6
Ru 0.25 -1.10 -0.21
O 0.90 0.49 -1.86
S 0.91 1.88 -2.32
O 2.22 2.28 -2.78
O 0.33 2.84 -1.40
C -0.16 1.97 -3.75
C 0.16 3.05 -4.59
C -0.60 3.27 -5.74
C -1.73 2.51 -5.97
C -2.01 1.43 -5.16
C -1.21 1.14 -4.04
S -1.72 -0.32 -3.10
O -1.80 0.14 -1.72
O -3.04 -0.64 -3.65
O -0.69 -1.32 -3.38
H 1.06 3.64 -4.39
H -0.32 4.10 -6.42
H -2.39 2.73 -6.82
H -2.88 0.83 -5.29
S -1.89 -5.01 -0.63
C -3.01 -3.90 0.05
C -2.46 -2.64 0.20
C -1.11 -2.60 -0.19
C -0.61 -3.82 -0.69
C 0.70 -3.88 -1.12
C 1.41 -5.02 -1.47
C 2.73 -4.93 -1.83
C 3.31 -3.63 -1.88
C 2.60 -2.54 -1.52
N 1.32 -2.62 -1.10
H -4.03 -4.18 0.21
H -3.03 -1.82 0.55
H 0.88 -5.96 -1.48
H 3.30 -5.80 -2.16
H 4.31 -3.60 -2.31
H 2.94 -1.51 -1.57
S 6.84 -3.32 1.81
C 5.34 -2.71 1.59
S 4.98 -1.18 1.00
C 3.27 -1.19 1.18
C 2.73 -2.35 1.76
S 1.09 -2.63 2.05
S 3.94 -3.52 2.21
S 2.38 0.14 0.64
N -1.03 -0.06 1.23
S -1.17 1.54 1.38
C -2.48 1.75 2.61
C -2.68 3.01 3.20
C -3.70 3.18 4.13
C -4.48 2.09 4.44
C -4.31 0.83 3.88
C -3.29 0.67 2.91
C 0.19 2.21 2.32
C 0.94 3.20 1.67
C 2.14 3.62 2.22
C 2.58 2.98 3.38
C 1.88 1.97 3.99
C 0.66 1.58 3.45
H -0.67 -0.46 2.11
H -2.04 3.83 2.91
H -3.80 4.12 4.67
H -5.25 2.23 5.18
H -4.96 0.05 4.17
H -3.12 -0.30 2.48
H 0.60 3.54 0.68
H 2.79 4.34 1.73
H 3.54 3.25 3.81
H 2.33 1.42 4.80
H 0.13 0.76 3.91
*
```



No. 4
# C30H22BrF5N5O3V

C30H22BrF5N5O3V as an isolated structure at a distorted geometry (the ωB97M-V functional and the def2-TZVPD basis, OMol25).

Calculated values
LUMO (spin up / spin down)   -3.9 / -3.8 eV
<S²>   0.8085

```
! wB97M-V def2-TZVPD RIJCOSX def2/J DEFGRID3
* xyz 1 2
V 1.01 -1.16 -0.02
C -1.65 -3.34 2.32
C -1.01 -2.43 3.15
C -1.33 -1.09 3.07
C -2.30 -0.64 2.18
C -2.96 -1.56 1.38
C -2.64 -2.91 1.44
H -1.41 -4.40 2.38
H -0.27 -2.78 3.86
H -0.85 -0.38 3.74
H -2.56 0.41 2.14
H -3.77 -1.21 0.74
H -3.19 -3.64 0.86
Br -5.22 3.90 -1.74
C -3.59 4.49 -0.99
C -2.86 5.48 -1.63
C -1.68 5.92 -1.06
C -1.21 5.34 0.11
C -1.96 4.37 0.76
C -3.16 3.95 0.21
N 0.02 5.92 0.62
N 0.88 5.27 1.23
C 0.85 3.83 1.28
C 0.96 3.23 2.50
C 1.04 1.82 2.64
C 1.01 1.05 1.52
O 1.15 -0.32 1.49
C 0.93 1.66 0.24
N 0.95 0.78 -0.80
C 1.00 1.26 -2.02
C 0.99 2.64 -2.28
C 0.94 3.53 -1.24
C 0.89 3.04 0.09
H -3.22 5.90 -2.56
H -1.10 6.71 -1.52
H -1.65 3.97 1.72
H -3.76 3.21 0.72
H 0.98 3.85 3.39
H 1.12 1.37 3.62
H 1.06 0.54 -2.83
H 1.04 2.99 -3.30
H 0.96 4.59 -1.43
N -2.34 -2.29 -1.95
C -1.11 -1.95 -2.32
N -0.76 -1.99 -3.62
O -0.27 -1.57 -1.47
H -3.03 -2.61 -2.60
H -2.56 -2.25 -0.97
H -1.37 -2.41 -4.30
H 0.22 -1.95 -3.82
F 1.64 -3.42 1.92
C 1.83 -3.94 0.68
C 1.68 -3.10 -0.41
C 1.96 -3.69 -1.63
F 1.88 -2.97 -2.77
C 2.32 -5.01 -1.77
F 2.56 -5.53 -2.97
C 2.44 -5.81 -0.65
F 2.78 -7.09 -0.76
C 2.20 -5.27 0.60
F 2.32 -6.01 1.70
C 4.04 -1.12 0.61
C 3.03 -0.98 -0.50
O 3.30 -0.73 -1.63
H 5.03 -0.91 0.22
H 4.00 -2.13 1.02
H 3.80 -0.43 1.42
*
```